The molecule C14H15N3O2, computed with the ωB97M-V functional and the def2-TZVPD basis.

Last column: Löwdin charge in e.
CARTESIAN COORDINATES (ANGSTROEM)
C  2.51794  -1.98303  -0.30508  0.027
H  2.58395  -3.00585  -5.00562  0.092
H  -0.69808  4.44392  2.24940  0.123
H  -0.25847  1.09121  -1.15428  0.132
H  -2.21985  4.56487  1.53691  0.108
H  -1.89789  4.97913  4.04519  0.069
H  1.59109  -1.72865  -4.51843  0.096
C  -1.72042  3.93256  2.25988  -0.265
O  1.25805  -3.62085  -3.48164  -0.079
C  -0.67283  1.17460  -0.14177  -0.041
H  0.82689  -2.99525  -5.48522  0.108
C  -2.20554  1.37088  2.27797  -0.007
C  -0.89533  2.40287  0.44943  -0.027
C  0.08839  -1.72319  -0.52974  -0.193
C  1.34016  -1.45519  0.21179  -0.169
C  -2.01373  0.13657  1.54574  -0.021
N  -1.10303  -1.16216  -0.25056  0.168
H  -1.78431  3.33595  4.29678  0.078
H  -0.77050  -2.29724  -2.27290  0.134
N  1.41860  -0.79941  1.51537  0.104
C  1.55442  -2.83513  -4.61976  -0.093
C  -1.56760  2.52941  1.71395  -0.200
H  2.26886  -0.86683  2.17325  0.141
H  -0.51979  3.23715  -0.05660  0.094
C  0.19084  -2.42082  -1.76980  0.069
H  -2.61127  -0.72953  1.79311  0.103
H  3.44926  -1.75722  0.18444  0.117
O  3.67224  -3.15066  -1.97046  0.073
C  -1.19667  0.03549  0.40350  -0.374
H  0.57193  -0.34074  1.85273  0.062
C  1.33810  -3.04690  -2.24862  -0.178
C  2.58107  -2.79180  -1.48801  -0.344
H  -2.95221  1.41070  3.13321  0.125
N  -2.16430  4.06516  3.65583  -0.030

Computed properties:
Orbital gap ... 6.7529 eV
Net charge ... 0
HOMO ... -8.32 eV
ΔE to the lowest compared entry with this formula, charge and spin ... 103.05 kcal per mole
E_LUMO ... -1.566 eV
SMILES ... COC1=C/C(=N/c2ccc(CN)cc2)C(N)=CC1=O

=====

The ion C4H8NO2 with charge -2, computed with the ωB97M-V functional and the def2-TZVPD basis.

Last column: Löwdin spin population.
CARTESIAN COORDINATES (ANGSTROEM)
H  0.36531  1.64281  2.22206  0.057
N  1.39212  -0.65552  -0.03661  0.015
H  -1.99588  -0.74540  -0.76280  0.011
C  0.11751  -0.12876  -0.62902  0.050
H  -0.77859  -1.78881  -1.73982  0.002
C  0.44212  1.81859  1.15280  0.370
C  -0.93266  -1.28032  -0.74634  0.015
C  -0.44269  0.93752  0.43075  0.115
O  1.07237  2.76782  0.69922  0.298
O  -0.65372  -2.31730  0.19184  0.005
H  2.20311  -0.56140  -0.58370  0.001
H  -1.23501  1.26619  -0.16642  0.046
H  1.12478  -1.52640  0.41973  0.000
H  0.22878  0.44321  -1.55990  0.014
H  -0.90755  0.12779  1.10822  0.002

Computed properties:
Orbital gap (spin up / spin down) ... 3.0064 / 6.4907 eV
Net charge ... -2
HOMO (spin up / spin down) ... 4.46 / 0.83 eV
ΔE to the lowest compared entry with this formula, charge and spin ... 91.53 kcal per mole
E_LUMO (spin up / spin down) ... 7.463 / 7.318 eV
Expectation value of S² ... 0.754
Spin multiplicity ... 2

=====

The ion C8H12NO3 with charge -1, computed with the ωB97M-V functional and the def2-TZVPD basis.

Last column: Löwdin charge in e.
CARTESIAN COORDINATES (ANGSTROEM)
C  -1.95178  -1.02837  -0.60044  -0.194
H  2.45669  -0.33397  0.98327  0.109
C  -0.96688  -2.01210  -0.40693  -0.489
H  -3.40660  -0.81417  -2.17179  0.066
H  0.89874  0.53544  2.72899  0.067
H  2.95502  1.32694  0.62027  0.101
C  -1.49906  0.21112  -0.17655  -0.416
C  -3.30049  -1.29321  -1.19502  -0.059
H  2.11542  1.38650  -1.71209  0.066
H  1.46972  2.17509  2.42366  0.067
C  1.37678  0.63665  -1.42929  -0.047
C  0.93815  0.83564  0.02808  -0.381
H  -3.43305  -2.36707  -1.31481  0.065
C  1.75075  1.12346  2.40001  -0.116
C  2.13009  0.70870  0.98553  -0.229
O  -1.93670  1.35499  -0.16635  -0.007
H  0.48067  1.82840  0.13496  0.141
H  0.51322  0.72671  -2.08567  0.077
O  -0.95273  -3.21575  -0.63767  0.008
H  2.58038  0.96869  3.08953  0.058
H  -4.08802  -0.90548  -0.54698  0.066
N  -0.10757  -0.06862  0.44198  -0.029
O  0.16661  -1.42567  0.16023  0.001
H  1.81063  -0.35395  -1.55292  0.075

Computed properties:
Orbital gap ... 7.4082 eV
Net charge ... -1
HOMO ... -3.70 eV
ΔE to the lowest compared entry with this formula, charge and spin ... 18.10 kcal per mole
E_LUMO ... 3.708 eV
SMILES ... CC[C@@H](C)n1oc([O-])c(C)c1=O

=====

A cluster of 9 separate species, C2H22O9 in total, computed with the ωB97M-V functional and the def2-TZVPD basis.

Last column: Löwdin charge in e.
CARTESIAN COORDINATES (ANGSTROEM)
H  1.77040  2.20444  -0.29372  0.102
H  1.16274  0.70272  -2.54281  0.075
H  0.10156  1.78140  2.32749  0.070
O  1.35174  1.41299  -0.65140  -0.151
H  0.27371  -0.16446  0.13280  0.022
O  -0.20495  -3.29399  -1.70850  -0.041
H  1.31795  -1.61450  3.35314  0.025
C  1.07816  1.66115  -2.02756  -0.116
H  -0.73688  -0.88918  -4.05808  0.054
O  -0.39868  2.60599  4.13856  -0.115
H  4.08163  -0.09882  -0.56688  0.027
H  -0.12075  -4.25385  -1.69395  0.067
O  -2.77606  0.15904  -1.14912  -0.057
H  -3.44600  0.69446  -1.58560  0.050
O  -1.01161  -1.02893  -3.14589  -0.062
O  3.43805  -0.31999  0.11377  -0.074
H  0.46895  3.58937  2.54252  0.072
H  0.64243  -2.96759  -1.36891  0.063
H  -3.60714  -2.44835  0.36706  0.029
O  -0.06686  -1.00389  0.47510  -0.040
H  -0.57521  -1.38186  -0.25280  0.016
H  -2.76925  -1.17311  0.40985  -0.016
H  1.47489  2.40590  3.23635  0.078
H  0.23992  -1.21399  2.34126  -0.015
C  0.42792  2.58752  2.98684  -0.173
H  2.69040  0.29737  -0.03363  -0.008
O  0.38025  -1.40964  3.28487  -0.073
H  1.79717  2.33836  -2.49212  0.086
H  -2.12750  -0.04829  -1.84367  0.001
H  -1.30984  2.66173  3.84329  0.074
O  -3.01316  -1.95052  0.93711  -0.066
H  0.06552  2.03315  -2.19579  0.084
H  -0.59950  -1.87466  -2.87958  0.013

Computed properties:
Orbital gap ... 10.0222 eV
Net charge ... 0
HOMO ... -10.00 eV
ΔE to the lowest compared entry with this formula, charge and spin ... 26.54 kcal per mole
E_LUMO ... 0.022 eV
SMILES ... CO.CO.O.O.O.O.O.O.O

=====

The molecule C20H24N2O4, computed with the ωB97M-V functional and the def2-TZVPD basis.

Last column: Löwdin charge in e.
CARTESIAN COORDINATES (ANGSTROEM)
H  -4.44428  1.55964  -1.39633  0.078
C  2.72388  0.69601  1.71536  -0.060
C  -3.01309  -0.48091  -1.59616  -0.227
H  3.16795  -0.23704  2.07717  0.100
N  -3.78227  -1.25217  -1.96737  0.165
N  -1.33873  2.63339  -0.73998  0.124
H  4.00866  -3.14677  -1.75999  0.082
H  -1.72047  -3.30623  4.74171  0.095
C  -0.60160  -1.29141  3.32737  -0.273
H  -1.57463  3.61196  -0.66247  0.150
H  3.77887  -0.66236  -1.71050  0.144
C  -1.68369  -1.57150  2.50899  -0.018
C  -0.02989  2.32316  -1.06612  -0.209
C  3.04036  -2.69467  -1.56517  -0.030
H  2.50458  1.34936  2.56605  0.099
H  2.34079  -1.86425  -4.12532  0.086
C  0.49051  -0.60760  2.79787  0.062
H  0.44446  4.16234  -2.03778  0.091
C  -0.66225  -0.05628  -0.83073  -0.131
H  2.87403  -2.65540  -0.49168  0.079
H  2.26301  -3.30891  -2.01241  0.085
H  -3.73312  3.07504  -1.97115  0.091
H  4.09931  -1.74051  -3.94563  0.083
H  3.11607  -0.27424  -4.04640  0.079
O  1.72793  -0.73112  -1.79051  0.009
H  -2.48534  -1.76280  5.21430  0.095
H  0.88204  4.08990  -0.32640  0.092
C  0.84364  3.51827  -1.25366  0.003
H  1.84677  3.20776  -1.52207  0.068
C  3.14786  -1.29405  -3.67060  -0.029
C  0.51432  -0.19409  1.47462  -0.188
H  -2.54477  -2.10954  2.86975  0.103
C  -2.35668  1.75117  -1.01056  -0.237
C  -0.58966  -0.45475  0.64310  -0.076
H  -2.50217  -1.38815  0.56429  0.105
O  1.58051  0.45940  0.93327  -0.103
C  0.32253  1.02662  -1.21581  -0.043
C  2.99432  -1.29100  -2.15267  -0.402
O  2.60110  1.32670  -1.89370  0.085
H  -4.02188  2.83516  -0.24522  0.092
C  -1.65436  -1.15151  1.18938  -0.011
H  1.31745  -0.41789  3.46163  0.114
H  3.42407  1.19615  1.04697  0.098
C  -3.72161  2.33773  -1.16777  0.000
C  1.65639  0.60108  -1.66051  -0.440
H  -0.45480  -0.95682  -1.41914  0.155
H  -1.26004  -2.51182  6.26791  0.092
C  -2.05699  0.44311  -1.15993  -0.153
C  -1.55660  -2.34226  5.23390  -0.092
O  -0.49385  -1.63493  4.64340  -0.083

Computed properties:
Orbital gap ... 8.7460 eV
Net charge ... 0
HOMO ... -8.10 eV
ΔE to the lowest compared entry with this formula, charge and spin ... 57.89 kcal per mole
E_LUMO ... 0.646 eV
SMILES ... COc1ccc([C@H]2C(C#N)=C(C)NC(C)=C2C(=O)OC(C)C)c(OC)c1

=====

A cluster of 10 separate species, C54H50N10O8 in total, computed with the ωB97M-V functional and the def2-TZVPD basis.

Last column: Löwdin charge in e.
CARTESIAN COORDINATES (ANGSTROEM)
O  -4.00260  -5.28763  3.52514  0.059
O  -2.92978  2.97362  5.14143  0.038
C  -2.56034  1.66326  -5.13910  -0.091
N  -3.92961  1.40149  0.46528  -0.331
H  0.68699  -2.34844  1.34155  0.094
N  -4.00306  -4.21833  2.93102  -0.352
H  -1.75583  -5.63319  2.58071  0.111
H  3.01822  -1.65228  0.99963  0.111
C  -2.02713  -0.42142  -4.28408  -0.054
C  -1.34678  -1.81971  1.77258  -0.071
N  -0.29134  0.89595  -5.27094  0.057
C  -6.25491  1.64189  1.31320  -0.018
H  3.55979  -3.88380  -6.36784  0.092
C  -6.79941  1.51009  3.67849  -0.057
C  -0.83854  1.86872  4.92604  -0.165
H  2.13424  4.97756  -4.34813  0.114
O  -2.77699  1.58909  0.77730  0.066
C  0.16117  1.63059  4.04963  -0.005
C  1.18859  2.45365  0.07783  -0.078
H  -3.40641  1.42355  3.09740  0.107
H  -7.53894  1.24361  4.40113  0.105
C  2.50661  -3.53969  -4.51148  -0.148
C  3.56104  -2.53012  1.35286  -0.022
C  -2.11853  -3.57096  -1.92818  -0.094
C  -3.41401  -3.97170  -4.27354  -0.151
C  -5.42050  1.54717  3.95980  -0.057
O  3.82265  -0.18503  2.72803  0.047
N  -4.17403  -3.97851  -3.14383  0.064
C  -4.49655  1.57551  2.92333  -0.005
C  -0.92842  1.32068  6.22092  0.016
H  -0.79946  1.74074  -2.56065  0.090
H  -3.36120  -1.62888  2.47435  0.129
N  0.63421  0.12888  0.10235  0.069
H  4.12543  -5.88711  0.79429  0.130
C  0.09828  0.49349  6.66822  -0.046
C  1.10267  5.08118  4.68847  -0.164
C  3.49735  -3.76415  0.76683  -0.091
C  2.45556  -1.36470  -3.66769  -0.148
H  -0.71727  -0.49736  -1.33964  0.101
C  2.86317  4.26206  5.85698  -0.152
H  -3.24753  2.44574  -5.37449  0.098
C  -1.34813  -3.50119  -3.06741  -0.086
H  3.49040  6.27349  -6.02384  0.106
H  0.45021  -4.63043  2.01150  0.083
C  2.37132  3.10172  -5.53458  -0.116
H  0.09045  0.03219  7.65617  0.108
H  1.91310  1.01497  1.40818  0.072
H  -1.78784  1.71506  6.73466  0.112
C  -4.91663  1.48553  1.55952  -0.129
H  -4.01491  -3.94505  -1.05626  0.095
C  1.29033  1.20569  0.57912  -0.161
C  -0.22849  1.62300  -1.62459  -0.025
H  4.44009  3.23408  4.92540  0.118
C  -1.64876  -4.60809  2.33794  0.004
H  -3.92543  -4.19539  -5.19307  0.096
C  1.60002  4.50115  3.53454  -0.095
C  -3.01143  0.55276  -4.56040  -0.068
H  -4.05598  0.41606  -4.34345  0.114
H  0.16804  1.97863  3.02339  0.106
C  4.34522  -2.42314  2.49063  -0.137
H  3.35520  0.13851  -4.92303  0.079
H  1.16952  4.57190  2.52849  0.105
H  -1.79658  -3.52777  -0.87882  0.092
C  -1.19691  1.85349  -5.45291  -0.138
O  -1.67596  3.46692  3.53241  0.077
N  2.12395  -2.64826  -3.53701  0.033
O  -4.30172  1.35446  -0.70989  0.063
H  2.84933  -3.78558  -0.17291  0.137
H  0.19817  5.64542  4.76785  0.104
H  5.58001  -3.28407  3.92472  0.109
H  -1.14755  -0.81137  1.52882  0.071
C  3.49595  -1.81590  -5.85308  -0.056
H  -0.22857  -3.38798  -3.06052  0.097
C  4.14242  -4.87189  1.28051  -0.075
C  4.96484  -3.47372  3.08819  0.003
C  3.67869  4.60414  -7.35898  -0.197
C  2.81261  2.56381  -6.73271  -0.117
H  2.52087  1.55134  -7.00652  0.096
H  4.06492  -1.50669  -6.72217  0.105
H  0.06880  -0.95328  -4.41051  0.082
C  -0.31369  -2.73384  1.65404  -0.074
C  -3.49205  -3.77912  -1.98066  -0.136
C  -0.14561  0.34005  -0.93963  -0.136
C  3.45507  3.71409  4.75928  -0.075
C  3.30280  5.19365  -6.15594  -0.078
C  1.19572  0.27611  5.81066  -0.056
C  -2.55082  -2.31463  2.16895  -0.018
H  2.09628  -0.32443  6.00581  0.114
H  0.32452  3.69951  -1.47827  0.092
H  1.82966  2.42773  -4.84580  0.083
H  1.70365  3.28460  0.53615  0.090
C  2.54948  4.44573  -5.23714  -0.080
H  5.21873  -5.64244  2.90301  0.101
H  3.28236  4.01612  6.81570  0.098
H  -0.80896  2.79896  -5.82356  0.102
O  4.84906  -1.07679  4.35002  0.086
C  -2.04011  -3.79044  -4.27606  -0.090
H  4.20750  5.18308  -8.10262  0.099
C  -7.14713  1.60315  2.35903  -0.089
H  2.01793  0.51705  3.88958  0.076
C  3.19551  -3.19076  -5.64518  -0.071
C  2.74442  3.77185  3.56052  -0.099
C  0.40860  2.73768  -1.05398  -0.040
C  -0.70472  -0.22073  -4.65745  -0.156
H  -1.52604  -3.81231  -5.20243  0.090
C  4.81484  -4.73944  2.48939  -0.051
C  -0.43207  -4.08721  1.93152  -0.064
C  1.21766  0.84478  4.54892  -0.059
O  -4.96081  -3.52011  2.79291  0.082
C  3.17029  -0.92046  -4.83706  -0.052
N  -1.86946  2.81934  4.52445  -0.343
H  2.14251  -0.63716  -2.94341  0.091
C  -2.65844  -3.66478  2.41013  -0.122
H  2.28948  -4.59350  -4.27963  0.107
H  -2.27730  -1.33062  -3.67087  0.090
H  -8.20748  1.74324  2.16346  0.113
N  1.67377  4.91516  5.85371  0.071
H  3.16214  3.36802  2.65358  0.101
N  3.42209  3.36735  -7.69688  0.053
N  4.34216  -1.12930  3.25818  -0.346
H  -5.06292  1.59823  5.00908  0.113
H  -6.59498  1.64260  0.28386  0.122

Computed properties:
Orbital gap ... 8.7829 eV
Net charge ... 0
HOMO ... -9.52 eV
ΔE to the lowest compared entry with this formula, charge and spin ... 0.00 kcal per mole
E_LUMO ... -0.734 eV
SMILES ... O=[N+]([O-])c1ccccc1.O=[N+]([O-])c1ccccc1.O=[N+]([O-])c1ccccc1.O=[N+]([O-])c1ccccc1.c1ccncc1.c1ccncc1.c1ccncc1.c1ccncc1.c1ccncc1.c1ccncc1

=====

Number 1: calculated total energy -857.10717 Eh. Number 2: calculated total energy -362.22271 Eh. Number 3: calculated total energy -592.55835 Eh. Number 4: calculated total energy -766.51328 Eh. Number 5: calculated total energy -1186.97604 Eh. Number 6: calculated total energy -3236.73058 Eh.